[1]
Here is C44H68N10O2SSr as an isolated structure from the Open Molecules 2025 dataset. Energies are from ωB97M-V/def2-TZVPD.

Total energy (a.u.): -2844.2397
Orbital gap (eV): 6.49
Relative energy (zero: lowest compared OMol25 entry of this formula, charge and spin) (eV): 1.3523
HOMO (eV): -6.367
E_LUMO (eV): 0.13

Cartesian coordinates (Å):
Sr -1.46 0.83 -0.42
C -3.09 3.71 0.57
N -2.45 2.65 -0.15
C -2.98 2.51 -1.45
C -1.11 3.06 -0.40
C -0.56 2.37 -1.56
N 0.36 1.40 -1.20
C 1.45 2.04 -0.58
C 1.59 1.83 0.91
C 2.71 2.46 1.41
C 3.06 2.40 2.74
C 2.19 1.69 3.57
C 1.05 1.05 3.12
C 0.71 1.09 1.73
O -0.38 0.47 1.27
C 0.20 0.20 4.06
C -1.27 0.66 4.01
C 0.66 0.23 5.52
C 0.32 -1.22 3.53
C 4.35 2.98 3.29
C 5.21 1.81 3.80
C 5.15 3.72 2.22
C 4.05 3.95 4.43
C 0.56 0.64 -2.37
C 1.12 -0.71 -2.05
C 2.43 -1.02 -2.35
C 2.96 -2.25 -2.00
C 2.09 -3.18 -1.44
C 0.78 -2.89 -1.11
C 0.27 -1.58 -1.32
O -0.92 -1.16 -0.85
C -0.10 -3.92 -0.42
C -1.45 -3.99 -1.14
C -0.33 -3.35 0.98
C 0.51 -5.32 -0.33
C 4.44 -2.60 -2.15
C 5.26 -1.46 -2.74
C 4.99 -2.90 -0.74
C 4.59 -3.83 -3.05
H -3.12 4.63 -0.04
H -2.51 3.92 1.48
H -4.11 3.42 0.85
H -2.57 3.28 -2.16
H -4.07 2.62 -1.47
H -2.75 1.56 -1.88
H -0.47 2.98 0.47
H -1.09 4.15 -0.67
H -0.13 3.17 -2.21
H -1.30 1.85 -2.10
H 1.36 3.14 -0.75
H 2.39 1.73 -1.07
H 3.31 3.02 0.71
H 2.44 1.64 4.62
H -1.34 1.66 4.40
H -1.88 0.00 4.62
H -1.62 0.63 2.97
H 0.64 1.24 5.92
H 1.66 -0.18 5.62
H -0.02 -0.37 6.11
H 0.00 -1.19 2.48
H -0.28 -1.91 4.12
H 1.36 -1.54 3.58
H 5.38 1.09 3.00
H 4.71 1.29 4.61
H 6.17 2.17 4.16
H 5.42 3.05 1.40
H 6.07 4.10 2.65
H 4.59 4.56 1.82
H 3.55 3.45 5.25
H 3.40 4.75 4.08
H 4.97 4.39 4.80
H 1.21 1.19 -3.10
H -0.41 0.54 -2.88
H 3.03 -0.28 -2.86
H 2.47 -4.16 -1.22
H -1.85 -2.98 -1.17
H -2.12 -4.65 -0.60
H -1.32 -4.37 -2.15
H -0.64 -2.31 0.80
H 0.61 -3.36 1.52
H -1.07 -3.94 1.51
H 0.76 -5.70 -1.32
H -0.21 -5.99 0.12
H 1.40 -5.31 0.28
H 5.18 -0.57 -2.11
H 4.93 -1.21 -3.74
H 6.31 -1.74 -2.78
H 4.86 -2.02 -0.11
H 6.04 -3.15 -0.79
H 4.46 -3.72 -0.28
H 4.16 -3.63 -4.03
H 4.08 -4.69 -2.63
H 5.64 -4.08 -3.17
N -0.55 2.77 -4.60
C -1.64 2.06 -4.89
N -2.09 2.14 -6.13
C -3.24 1.53 -6.35
N -3.77 1.58 -7.59
N -3.96 0.90 -5.41
C -3.38 0.82 -4.22
N -2.21 1.35 -3.91
C -4.16 0.05 -3.23
C -5.55 0.06 -3.36
C -6.30 -0.71 -2.50
C -5.63 -1.48 -1.55
C -4.25 -1.42 -1.49
N -3.53 -0.66 -2.30
H -0.06 3.24 -5.33
H -0.11 2.64 -3.69
H -3.16 1.86 -8.33
H -4.53 0.95 -7.78
H -6.00 0.66 -4.14
H -7.38 -0.72 -2.57
H -6.18 -2.10 -0.86
H -3.65 -1.98 -0.77
C -4.78 -1.97 4.51
N -4.62 -1.15 3.34
C -3.60 -1.23 2.50
N -2.63 -2.11 2.61
S -3.55 -0.15 1.12
H -5.70 -1.70 5.02
H -3.95 -1.80 5.21
H -4.82 -3.02 4.25
H -5.30 -0.45 3.08
H -2.45 -2.61 3.47
H -1.90 -1.93 1.91

---

[2]
Here is C44H70AsN10O4S2Si3Ta as an isolated structure from the Open Molecules 2025 dataset. Energies are from ωB97M-V/def2-TZVPD.

Total energy (a.u.): -6524.5341
Orbital gap (eV): 6.62
Total charge: +2
HOMO (eV): -12.564
E_LUMO (eV): -5.94

Cartesian coordinates (Å):
Ta 0.15 0.67 -0.78
C -0.48 -3.25 -2.61
C -0.67 -3.61 -1.16
C -1.63 -4.57 -0.81
C -1.74 -5.02 0.49
C -0.89 -4.52 1.47
C 0.05 -3.55 1.17
C 1.02 -3.04 2.21
C 0.15 -3.10 -0.16
N 1.17 -2.12 -0.43
C 2.33 -2.55 -0.71
C 2.70 -4.00 -0.93
C 3.50 -1.56 -0.76
C 4.80 -2.03 -1.37
N 3.32 -0.46 -0.16
C 4.41 0.46 0.01
C 5.12 0.44 1.21
C 4.86 -0.62 2.26
C 6.10 1.39 1.43
C 6.38 2.36 0.47
C 5.69 2.35 -0.73
C 4.71 1.39 -0.99
C 4.05 1.36 -2.34
H -0.06 -4.11 -3.16
H 0.21 -2.42 -2.73
H -1.42 -2.98 -3.09
H -2.26 -4.98 -1.59
H -2.47 -5.79 0.74
H -0.95 -4.91 2.49
H 0.88 -3.56 3.15
H 0.90 -1.97 2.36
H 2.06 -3.20 1.89
H 1.86 -4.66 -0.74
H 3.52 -4.28 -0.27
H 3.04 -4.15 -1.95
H 4.66 -2.54 -2.32
H 5.30 -2.73 -0.69
H 5.47 -1.19 -1.51
H 3.94 -1.17 2.08
H 4.81 -0.18 3.26
H 5.68 -1.35 2.28
H 6.66 1.37 2.36
H 7.14 3.11 0.66
H 5.91 3.09 -1.49
H 4.63 0.75 -3.04
H 3.98 2.36 -2.77
H 3.05 0.93 -2.28
N -2.93 -1.66 1.02
C -3.70 -1.15 -0.11
C -4.77 -2.15 -0.58
C -5.68 -1.81 -1.77
C -6.59 -0.59 -1.58
N -5.88 0.69 -1.60
C -5.22 1.17 -2.66
N -5.30 0.56 -3.84
N -4.48 2.27 -2.54
C -2.68 -0.74 -1.15
O -2.69 -1.08 -2.29
O -1.65 0.05 -0.63
H -2.43 -2.50 0.73
H -3.56 -1.95 1.76
H -4.18 -0.23 0.23
H -5.39 -2.36 0.29
H -4.24 -3.08 -0.82
H -6.34 -2.66 -1.93
H -5.07 -1.71 -2.66
H -7.09 -0.65 -0.62
H -7.37 -0.59 -2.34
H -5.97 1.30 -0.81
H -5.87 -0.25 -3.97
H -4.65 0.84 -4.56
H -4.40 2.76 -1.67
H -3.84 2.50 -3.29
S -0.80 2.77 -1.45
C 0.60 3.58 -2.09
C 0.35 4.54 -3.14
N 0.08 5.27 -4.00
C 1.83 3.33 -1.60
S 2.05 2.14 -0.35
C 3.00 4.06 -2.03
N 3.97 4.60 -2.35
C 3.21 2.01 2.50
Si 1.70 1.40 3.36
C 1.97 -0.22 4.18
C 1.26 2.71 4.58
As -0.07 0.91 1.68
Si -1.25 3.12 1.86
C -2.81 3.00 0.79
C -2.00 3.73 3.46
C 0.00 4.40 1.37
Si -1.59 0.06 3.52
C -1.53 -1.77 3.75
C -1.25 0.76 5.19
C -3.32 0.55 3.06
H 4.05 1.98 3.21
H 3.07 3.05 2.18
H 3.48 1.42 1.63
H 2.54 -0.08 5.10
H 2.53 -0.90 3.53
H 1.03 -0.71 4.43
H 2.02 3.50 4.51
H 1.27 2.32 5.60
H 0.29 3.17 4.41
H -3.69 3.03 1.43
H -2.83 2.10 0.18
H -2.84 3.88 0.13
H -2.48 2.97 4.07
H -2.77 4.43 3.14
H -1.30 4.28 4.08
H -0.29 4.93 0.46
H 0.99 3.96 1.20
H 0.09 5.14 2.17
H -1.35 -2.30 2.82
H -2.50 -2.08 4.15
H -0.77 -2.06 4.48
H -0.32 0.39 5.63
H -2.09 0.39 5.80
H -1.24 1.84 5.24
H -3.37 0.98 2.07
H -3.73 1.28 3.78
H -3.97 -0.33 3.09
C 2.42 -1.46 -4.33
N 1.15 -0.72 -4.39
C 0.41 -0.70 -5.56
C -0.73 -0.02 -5.66
C -1.21 0.73 -4.52
O -2.22 1.43 -4.56
N -0.45 0.63 -3.36
C 0.65 -0.05 -3.34
O 1.32 -0.05 -2.18
H 3.21 -0.90 -4.83
H 2.30 -2.42 -4.82
H 2.70 -1.61 -3.30
H 0.83 -1.27 -6.38
H -1.30 0.01 -6.59

---

[3]
Here is C44H70KN5OPS as an isolated structure from the Open Molecules 2025 dataset. Energies are from ωB97M-V/def2-TZVPD.

Total energy (a.u.): -3407.0481
Orbital gap (alpha / beta) (eV): 4.74 / 5.45
Total charge: -2
Relative energy (zero: lowest compared OMol25 entry of this formula, charge and spin) (eV): 0.0000
HOMO (alpha / beta) (eV): -0.746 / -1.459
2S+1: 2
E_LUMO (alpha / beta) (eV): 3.99 / 3.99
<S²>: 0.763

Cartesian coordinates (Å):
K 0.02 -0.11 -0.54
C -1.03 1.22 -3.24
C -1.14 2.32 -2.36
C 0.19 2.68 -1.97
C 1.06 1.81 -2.68
C 0.32 0.91 -3.45
C 0.86 -0.19 -4.35
C 0.62 0.16 -5.82
C 0.14 -1.52 -4.04
C 2.35 -0.40 -4.12
C 0.80 3.85 -1.18
C 0.95 5.08 -2.10
C 0.06 4.28 0.09
C 2.21 3.48 -0.71
C -2.51 2.90 -1.99
C -2.92 2.61 -0.55
C -3.61 2.26 -2.86
C -2.60 4.40 -2.28
H -1.86 0.69 -3.68
H 2.14 1.83 -2.62
H -0.45 0.29 -6.02
H 1.01 -0.62 -6.48
H 1.12 1.11 -6.07
H -0.94 -1.41 -4.13
H 0.36 -1.85 -3.02
H 0.47 -2.30 -4.72
H 2.92 0.50 -4.38
H 2.72 -1.22 -4.74
H 2.57 -0.65 -3.09
H -0.02 5.43 -2.46
H 1.54 4.80 -2.98
H 1.45 5.90 -1.58
H -0.94 4.65 -0.09
H 0.62 5.08 0.58
H -0.01 3.46 0.80
H 2.90 3.34 -1.54
H 2.20 2.55 -0.13
H 2.61 4.27 -0.07
H -2.96 1.53 -0.37
H -3.92 3.01 -0.33
H -2.24 3.02 0.19
H -3.67 1.18 -2.71
H -3.42 2.44 -3.92
H -4.58 2.69 -2.60
H -1.91 4.99 -1.68
H -3.61 4.77 -2.09
H -2.35 4.59 -3.33
O 1.82 -1.76 -0.60
N 3.12 -1.68 -0.74
C 3.70 -0.62 -0.12
C 5.05 -0.38 -0.18
C 5.83 -1.29 -0.90
C 5.23 -2.35 -1.51
C 3.83 -2.60 -1.46
S 3.08 -3.92 -2.21
H 2.98 -0.01 0.41
H 5.45 0.48 0.33
H 6.90 -1.15 -0.99
H 5.80 -3.07 -2.08
C -1.23 -6.06 -1.64
C -0.14 -5.03 -1.86
N -0.46 -3.84 -1.11
C -1.72 -3.29 -1.13
N -1.86 -2.04 -0.90
C -3.19 -1.46 -0.78
C -4.27 -2.50 -0.50
C -4.09 -3.64 -1.47
N -2.76 -4.20 -1.31
C -2.55 -5.44 -2.02
H -1.25 -6.35 -0.59
H -1.04 -6.95 -2.24
H -0.04 -4.82 -2.94
H 0.83 -5.38 -1.52
H 0.31 -3.17 -1.02
H -3.43 -0.92 -1.70
H -3.17 -0.72 0.02
H -5.26 -2.05 -0.60
H -4.18 -2.86 0.52
H -4.25 -3.29 -2.51
H -4.81 -4.45 -1.29
H -2.59 -5.28 -3.12
H -3.39 -6.11 -1.78
C 3.55 0.27 3.77
C 2.22 1.00 3.96
C 1.98 1.25 5.45
C 2.31 2.37 3.28
P 0.82 0.12 3.04
C -0.67 0.87 3.68
C -1.57 1.51 2.66
C -2.33 2.64 3.26
C -2.75 2.54 4.54
C -2.28 1.52 5.41
C -1.16 0.81 4.97
C 0.80 -1.70 3.52
C -0.57 -2.21 3.09
C 1.85 -2.45 2.69
C 1.02 -2.06 5.00
H 4.36 0.92 4.10
H 3.73 0.00 2.73
H 3.60 -0.64 4.36
H 2.83 1.80 5.86
H 1.89 0.32 6.02
H 1.08 1.84 5.61
H 3.07 2.97 3.78
H 1.36 2.90 3.34
H 2.57 2.28 2.22
H -1.03 1.80 1.77
H -2.64 3.45 2.62
H -3.42 3.31 4.94
H -2.60 1.46 6.44
H -0.62 0.22 5.71
H -0.77 -2.03 2.03
H -1.38 -1.75 3.65
H -0.60 -3.30 3.24
H 1.75 -2.26 1.62
H 1.73 -3.52 2.86
H 2.87 -2.19 2.99
H 0.26 -1.62 5.65
H 2.00 -1.75 5.35
H 0.95 -3.15 5.11
N -3.61 -0.01 2.80
C -2.61 0.37 2.18
H -3.76 0.50 3.69